1.
{
  "formula": "C16H17AsMoO6S4Sb",
  "method": "wB97M-V/def2-TZVPD",
  "multiplicity": 2,
  "lumo_energy_ev": [-2.87, -2.21],
  "total_charge": 0,
  "orbital_gap_ev": [5.702, 6.550],
  "e_homo_ev": [-8.5724, -8.7617],
  "species": ["Mo", "O", "As", "O", "O", "C", "C", "C", "C", "C", "C", "S", "O", "O", "O", "H", "H", "H", "H", "H", "S", "Sb", "S", "S", "C", "C", "C", "C", "C", "C", "C", "C", "C", "C", "H", "H", "H", "H", "H", "H", "H", "H", "H", "H", "H", "H"],
  "positions_angstrom": [[-0.179092, -1.438897, 1.782346], [-3.698896, -2.030503, -0.392642], [-2.439189, -0.808842, -0.944327], [-2.128587, -0.814647, -2.603024], [-1.170615, -1.624709, 0.003576], [-2.949839, 0.750846, 0.054463], [-4.148816, 0.575225, 0.790985], [-4.476165, 1.544811, 1.732087], [-3.640873, 2.591015, 2.032590], [-2.519945, 2.867088, 1.235854], [-2.103237, 1.905466, 0.329446], [-0.366173, 2.173292, -0.438662], [-0.109033, 3.538996, -0.128185], [-0.278693, 1.657634, -1.767877], [0.922915, 1.448245, 0.546323], [-3.658285, -2.684331, -1.134424], [-4.804530, -0.257887, 0.551635], [-5.411684, 1.458246, 2.294847], [-3.935125, 3.226067, 2.871947], [-1.854721, 3.718233, 1.422282], [-3.157824, -3.982174, 4.871869], [-1.267238, -2.659386, 4.884099], [0.490065, -3.057312, 3.164755], [-1.942423, -0.789774, 3.106967], [2.065666, -2.122752, 0.271851], [2.266044, -0.587600, 0.114391], [3.575416, -0.148858, 0.846422], [1.129668, 0.156801, 0.928442], [2.394433, -0.257917, -1.370516], [3.428869, 0.547157, -1.854416], [3.413505, 1.058079, -3.170315], [2.412375, 0.702449, -4.012353], [1.445585, -0.192195, -3.563420], [1.408668, -0.648065, -2.269323], [2.713175, -2.427560, 1.098948], [2.314092, -2.634398, -0.637400], [1.014967, -2.421945, 0.304691], [3.422880, -0.424705, 1.903422], [3.664408, 0.946003, 0.716219], [4.476111, -0.611906, 0.462789], [1.564868, 0.261589, 1.929917], [4.272643, 0.778645, -1.235771], [4.283155, 1.594182, -3.538906], [2.309517, 1.034725, -5.007812], [0.644350, -0.577570, -4.208990], [0.607610, -1.330860, -1.974798]],
  "forces_ev_per_angstrom": [[-3.5, 1.4, -2.2], [1.0, 0.9, -1.8], [0.4, -2.0, -1.6], [-0.7, 0.0, 3.2], [1.2, 0.8, 1.7], [0.5, 0.8, 1.2], [1.0, 0.9, -1.2], [-0.7, -0.6, 0.5], [-0.1, 0.9, -0.4], [0.9, -0.4, 0.7], [0.0, -2.0, -0.9], [0.1, -0.2, 1.1], [0.2, 0.0, -0.2], [-0.4, -0.1, 0.9], [-2.6, 1.8, -1.1], [-0.3, 0.5, 0.8], [0.2, 0.1, 0.2], [0.4, -0.2, -0.2], [0.3, 0.1, -0.5], [-0.4, -0.3, 0.0], [1.9, 1.0, -0.1], [-2.5, -0.4, 0.0], [1.0, -0.1, -0.6], [1.6, -0.2, -0.7], [0.5, 1.1, 0.3], [0.8, -0.1, -0.1], [-1.0, 0.1, 0.1], [0.4, -2.3, 0.1], [-0.3, 1.0, 0.3], [-0.4, 0.2, -0.7], [1.3, -0.5, 1.2], [-1.3, -1.0, 0.2], [-1.0, -0.5, -0.5], [0.1, -0.4, 0.2], [-0.6, -0.6, -0.1], [0.6, -0.3, -0.4], [-0.2, -0.4, 0.3], [0.5, 0.3, -0.3], [0.0, -0.5, 0.5], [0.1, -0.3, -0.1], [0.1, 0.0, 0.6], [0.2, 0.2, 0.2], [-0.2, 0.3, 0.2], [0.3, 0.5, -1.0], [0.4, 0.5, 0.0], [0.2, 0.3, 0.0]],
  "lowdin_charge": [0.87, -0.27, 1.04, -0.45, -0.62, -0.27, -0.11, -0.08, -0.06, -0.05, -0.20, 0.77, -0.27, -0.24, -0.21, 0.06, 0.10, 0.12, 0.12, 0.12, -0.25, 0.36, -0.08, -0.02, -0.08, -0.44, -0.05, -0.37, -0.19, -0.02, -0.07, -0.09, -0.07, -0.06, 0.08, 0.10, 0.01, 0.09, 0.10, 0.09, 0.10, 0.09, 0.11, 0.09, 0.12, 0.10]
}

2.
{
  "formula": "C16H17Br4O2SeSiY",
  "method": "wB97M-V/def2-TZVPD",
  "multiplicity": 1,
  "lumo_energy_ev": -0.60,
  "total_charge": 0,
  "orbital_gap_ev": 7.178,
  "e_homo_ev": -7.7740,
  "species": ["Y", "C", "C", "C", "C", "C", "C", "C", "H", "H", "H", "H", "H", "H", "H", "H", "Br", "C", "C", "Br", "C", "Br", "C", "O", "C", "O", "C", "Br", "C", "Si", "C", "C", "Se", "H", "H", "H", "H", "H", "H", "H", "H", "H"],
  "positions_angstrom": [[-0.226574, 0.779645, -0.316180], [0.010802, 1.450959, 3.308312], [0.276998, 2.229383, 2.049226], [-0.735793, 2.987570, 1.452167], [-0.516535, 3.654519, 0.246351], [0.726509, 3.575816, -0.378984], [1.747579, 2.833062, 0.210880], [1.522946, 2.166733, 1.412318], [0.818546, 0.752413, 3.516582], [-0.917381, 0.883843, 3.221395], [-0.097299, 2.130003, 4.155712], [-1.716472, 3.018152, 1.909630], [-1.325771, 4.208316, -0.209948], [0.896506, 4.076972, -1.322321], [2.701995, 2.727883, -0.287769], [2.300430, 1.540195, 1.831720], [5.504204, -3.010865, 1.297591], [4.244883, -1.975183, 0.349535], [4.574395, -1.391269, -0.867598], [6.296134, -1.618786, -1.604898], [3.624631, -0.620698, -1.548046], [4.008324, 0.252020, -3.176232], [2.347405, -0.442433, -1.038579], [1.405872, 0.295075, -1.631697], [2.011149, -1.042142, 0.206350], [0.776100, -0.814093, 0.672617], [2.963745, -1.786059, 0.882303], [2.447950, -2.490041, 2.557353], [-3.953177, -2.195289, 0.364825], [-3.220224, -1.324433, -1.104549], [-4.345906, -1.442087, -2.578550], [-1.550149, -2.061906, -1.517563], [-2.941039, 0.900345, -0.589478], [-4.193228, -3.230644, 0.104443], [-4.867811, -1.699764, 0.692849], [-3.247079, -2.205072, 1.197152], [-4.537021, -2.490898, -2.824490], [-3.898978, -0.957405, -3.447736], [-5.301052, -0.956428, -2.371663], [-1.673015, -3.102697, -1.832352], [-0.878575, -2.075443, -0.652339], [-1.064021, -1.529256, -2.338326]],
  "forces_ev_per_angstrom": [[0.5, -0.2, -0.2], [0.0, 0.0, 0.0], [0.0, -0.1, 0.1], [0.0, -0.1, 0.0], [0.0, 0.0, 0.0], [-0.1, 0.0, 0.0], [0.1, -0.1, 0.0], [0.0, 0.0, 0.0], [0.0, 0.0, 0.0], [0.0, 0.0, 0.0], [0.0, 0.0, 0.0], [0.0, 0.0, 0.0], [0.0, 0.0, 0.0], [0.0, 0.0, 0.0], [0.0, 0.0, 0.0], [0.0, 0.0, 0.0], [0.0, 0.0, 0.0], [0.0, 0.0, 0.0], [0.0, 0.0, 0.0], [0.0, 0.0, 0.0], [0.0, 0.1, -0.1], [0.0, 0.0, 0.0], [-0.2, 0.0, 0.1], [-0.2, 0.0, 0.1], [-0.1, 0.2, -0.1], [0.0, 0.2, 0.0], [0.0, 0.0, 0.1], [0.0, 0.0, 0.0], [0.0, -0.1, 0.0], [0.2, 0.4, 0.0], [-0.1, -0.1, -0.1], [0.0, -0.1, 0.1], [0.0, -0.2, 0.0], [0.0, 0.0, 0.1], [0.0, 0.0, 0.0], [0.0, 0.0, 0.0], [0.0, 0.0, 0.0], [0.0, 0.0, 0.0], [0.0, 0.0, 0.0], [0.0, 0.0, 0.0], [0.0, 0.0, 0.0], [0.0, 0.0, -0.1]],
  "lowdin_charge": [1.29, -0.02, -0.32, -0.10, -0.11, -0.09, -0.08, -0.07, 0.08, 0.09, 0.10, 0.13, 0.12, 0.12, 0.13, 0.14, 0.71, -0.76, -0.76, 0.71, -0.65, 0.76, -0.42, -0.28, -0.42, -0.29, -0.65, 0.76, -0.23, 0.08, -0.23, -0.24, 0.21, 0.03, 0.03, 0.03, 0.03, 0.03, 0.03, 0.04, 0.01, 0.03]
}

3.
{
  "formula": "C16H17CaN3O7S4Se",
  "method": "wB97M-V/def2-TZVPD",
  "multiplicity": 1,
  "lumo_energy_ev": 4.55,
  "total_charge": -2,
  "orbital_gap_ev": 5.482,
  "e_homo_ev": -0.9292,
  "species": ["Ca", "O", "C", "O", "C", "O", "C", "C", "O", "O", "H", "H", "H", "H", "H", "S", "S", "S", "S", "C", "N", "C", "Se", "N", "C", "C", "C", "C", "C", "C", "H", "H", "H", "H", "H", "H", "H", "H", "O", "C", "C", "C", "C", "O", "N", "H", "H", "H", "H"],
  "positions_angstrom": [[0.698378, 1.523674, 0.594841], [-1.197439, 3.109482, -1.735791], [-1.539323, 2.224309, -0.741742], [-0.905182, 1.141778, -0.617620], [-3.056372, 2.169903, -0.605937], [-3.418583, 1.456223, 0.554337], [-2.971973, 2.045439, 1.765892], [-1.708850, 2.909117, 1.755242], [-1.109894, 3.156254, 0.623584], [-1.346540, 3.392805, 2.809455], [-0.228825, 3.209302, -1.679153], [-3.435314, 1.609785, -1.461352], [-3.470689, 3.187564, -0.604903], [-2.760467, 1.230399, 2.458891], [-3.765761, 2.679286, 2.187579], [3.299640, 1.541459, 1.751514], [3.008933, -0.394994, 2.304169], [1.384936, -0.486878, 3.590387], [-0.334361, -0.221341, 2.516276], [-3.041393, -2.237271, -0.007989], [-1.626292, -2.359795, -0.229809], [-0.922291, -1.739913, -1.216822], [-1.642704, -1.137602, -2.775981], [0.392462, -1.903087, -0.957651], [0.543179, -2.641901, 0.202702], [1.663451, -3.142962, 0.842377], [1.457751, -3.949222, 1.951088], [0.175091, -4.252438, 2.402310], [-0.948805, -3.750201, 1.764737], [-0.742553, -2.939578, 0.662317], [-3.487317, -1.756034, -0.874917], [-3.224650, -1.608380, 0.865539], [-3.480554, -3.227805, 0.133371], [1.160568, -1.458331, -1.470222], [2.654633, -2.883014, 0.502231], [2.315778, -4.350901, 2.474823], [0.057690, -4.870169, 3.284454], [-1.947101, -3.983780, 2.110799], [1.493784, 3.298339, -0.966954], [2.173297, 2.394062, -1.474212], [3.299444, 2.656326, -2.475415], [3.692763, 1.252593, -2.910970], [2.807082, 0.353866, -2.030986], [2.819683, -0.869449, -2.090083], [1.998910, 1.095169, -1.244692], [4.094862, 3.187629, -1.951447], [2.932839, 3.289452, -3.283372], [4.741221, 1.005318, -2.747491], [3.446877, 1.045535, -3.953404]],
  "forces_ev_per_angstrom": [[1.7, 0.0, 2.4], [-0.1, 0.0, 0.1], [-1.0, -0.1, -0.6], [-1.3, -0.1, -1.1], [0.2, 0.1, 0.1], [0.1, 0.0, 0.0], [0.0, -0.1, -0.1], [-0.5, 0.3, 0.6], [0.2, 0.1, 0.1], [-0.1, 0.0, -0.1], [0.0, 0.1, -0.1], [0.0, 0.0, 0.0], [0.0, 0.0, 0.0], [0.0, 0.1, 0.0], [0.1, 0.0, 0.0], [0.3, 0.8, 0.1], [-0.4, -0.6, 0.1], [0.6, 0.0, 0.4], [-0.4, 0.1, -0.3], [-0.2, 0.0, 0.0], [0.4, 0.3, 0.2], [0.0, -0.5, -0.4], [-0.2, 0.3, -0.6], [-0.3, 0.2, 0.5], [-0.1, -0.4, 0.1], [0.0, 0.1, -0.1], [0.1, 0.0, -0.1], [0.0, 0.0, 0.1], [-0.1, 0.0, -0.1], [0.3, -0.3, -0.1], [0.1, -0.1, -0.1], [0.0, -0.1, 0.0], [0.0, 0.0, 0.0], [0.0, -0.1, -0.1], [0.0, 0.0, 0.0], [0.0, 0.1, 0.0], [0.0, 0.0, 0.0], [0.0, 0.1, 0.0], [-0.1, 0.0, 0.2], [0.7, 0.2, -1.0], [0.0, 0.0, 0.1], [-0.1, -0.1, 0.1], [0.3, 0.0, -0.3], [0.0, 0.0, 0.0], [0.0, -0.4, -0.4], [0.0, 0.0, 0.0], [0.0, 0.0, 0.0], [0.0, 0.0, 0.0], [0.1, 0.0, 0.0]],
  "lowdin_charge": [1.06, 0.06, -0.66, -0.26, -0.11, -0.12, -0.12, -0.60, -0.04, 0.06, 0.07, 0.13, 0.13, 0.09, 0.13, -0.22, -0.25, -0.19, -0.08, -0.05, -0.07, -0.79, 0.53, 0.14, -0.21, -0.05, -0.11, -0.11, -0.04, -0.23, 0.03, 0.09, 0.08, 0.10, 0.10, 0.10, 0.09, 0.10, -0.06, -0.56, -0.08, -0.09, -0.48, 0.02, 0.02, 0.12, 0.11, 0.11, 0.11]
}

Number 1: strongest force on any atom 0.08464 Eh/bohr, electronic energy -5208.1966 Eh. Number 2: strongest force on any atom 0.01151 Eh/bohr, electronic energy -13795.8869 Eh. Number 3: strongest force on any atom 0.05771 Eh/bohr, electronic energy -5982.9787 Eh.